(1)
Computed, not measured: a molecular structure, C4H8BF2N3O6S2, with the ωB97M-V functional and the def2-TZVPD basis.

Output
- calculated total energy (Ha) = -1793.99354
- spin multiplicity = 1
- LUMO energy (eV) = -0.82
- HOMO (eV) = -9.3

Element x y z (Å)
1 S -3.046 -1.662 -0.488
2 S -3.731 -3.754 -1.957
3 F -3.700 -3.928 -3.530
4 F -4.531 -1.732 0.054
5 O 4.805 2.092 1.892
6 O -2.297 -2.392 0.495
7 O -5.111 -3.852 -1.628
8 O 4.259 0.283 0.539
9 O -2.800 -0.243 -0.496
10 O -2.845 -4.763 -1.482
11 N -3.138 -2.265 -1.914
12 N 1.198 0.413 0.758
13 N -0.726 1.318 0.525
14 C 0.205 2.315 0.298
15 C 2.773 2.370 0.288
16 C 1.422 1.741 0.444
17 C -0.122 0.190 0.782
18 B 3.982 1.561 0.952
19 H 3.001 2.423 -0.778
20 H -0.522 -0.793 0.974
21 H 2.727 3.390 0.658
22 H 3.713 0.038 -0.211
23 H -1.735 1.405 0.466
24 H 1.889 -0.294 0.951
25 H -0.025 3.331 0.059
26 H 4.355 2.809 2.348



(2)
Computed, not measured: a molecular structure, C23H27N4O3Tb, with the ωB97M-V functional and the def2-TZVPD basis.

Output
- calculated total energy (Ha) = -2161.32791
- net charge = +2
- spin multiplicity = 7
- LUMO energy (alpha / beta) (eV) = -7.64 / -7.55
- HOMO (alpha / beta) (eV) = -12.9 / -13.0

Element x y z (Å)
1 Tb 0.827 -0.313 0.054
2 O -1.617 -0.744 -0.450
3 O 0.423 -2.560 -0.525
4 O 0.432 -0.565 -2.383
5 N -0.369 0.401 1.851
6 N 0.804 1.912 0.050
7 N 1.511 2.575 -0.827
8 N 2.810 0.591 -1.089
9 C -0.894 -3.038 -0.207
10 C -1.973 3.655 2.531
11 C -2.016 -2.099 -0.684
12 C 3.915 0.043 -1.620
13 C -1.409 4.434 1.492
14 C 0.195 -1.448 3.226
15 C -0.115 -2.454 4.121
16 C 4.826 0.734 -2.395
17 C -0.166 2.506 0.766
18 C -0.809 -0.593 2.734
19 C 0.452 -1.889 -2.923
20 C -2.686 0.165 -0.735
21 C 2.574 1.912 -1.368
22 C -1.687 2.325 2.681
23 C 4.582 2.076 -2.685
24 C 3.436 2.657 -2.192
25 C -0.514 3.875 0.634
26 C -2.142 -0.855 3.070
27 C -1.440 -2.678 4.482
28 C 0.935 -2.862 -1.833
29 C -2.446 -1.904 3.925
30 C -0.790 1.672 1.794
31 C 0.148 0.416 -3.389
32 H 0.669 -3.063 4.547
33 H 1.244 -1.239 2.959
34 H -0.044 1.362 -2.877
35 H -1.682 -3.456 5.190
36 H -2.936 -0.258 2.645
37 H -1.050 -4.039 -0.623
38 H -2.977 0.107 -1.789
39 H 0.683 -3.888 -2.122
40 H -2.640 4.142 3.227
41 H 1.138 -1.938 -3.779
42 H 2.027 -2.787 -1.727
43 H -2.105 1.770 3.507
44 H 3.196 3.690 -2.385
45 H -1.664 5.478 1.406
46 H 0.998 0.527 -4.067
47 H -0.023 4.440 -0.144
48 H 4.096 -1.001 -1.383
49 H -2.325 1.172 -0.515
50 H -3.554 -0.059 -0.109
51 H -2.235 -2.240 -1.752
52 H -3.476 -2.117 4.166
53 H 5.286 2.652 -3.264
54 H -0.552 -2.153 -3.280
55 H -0.916 -3.105 0.889
56 H -0.736 0.130 -3.964
57 H -2.930 -2.322 -0.115
58 H 5.716 0.243 -2.749



(3)
Computed, not measured: a molecular structure, C7H28N14O7Tl, with the ωB97M-V functional and the def2-TZVPD basis.

Output
- calculated total energy (Ha) = -1748.22355
- net charge = +3
- spin multiplicity = 1
- LUMO energy (eV) = -13.72
- energy above the lowest of the compared OMol25 structures with the same formula, charge and spin (kJ/mol) = 783.9
- HOMO (eV) = -15.0

Element x y z (Å)
1 Tl -0.899 1.577 1.344
2 O 2.408 -1.226 5.788
3 O 5.185 2.126 -0.106
4 O -3.802 4.240 -3.661
5 O -2.322 2.562 7.644
6 O 0.486 -0.354 -4.694
7 O 1.069 -4.253 0.237
8 O -4.225 -2.029 -2.289
9 N -3.953 6.279 -4.638
10 N 0.734 -1.849 -6.315
11 N -2.114 1.767 9.731
12 N 1.543 -5.899 -1.296
13 N -2.199 3.860 9.536
14 N 0.040 0.008 -6.874
15 N 7.010 2.470 -1.404
16 N 4.068 -2.538 5.416
17 N -4.361 4.522 -5.775
18 N 3.617 -1.817 7.486
19 N -0.190 -6.057 -0.012
20 N 6.646 3.565 0.450
21 N -4.776 -3.442 -3.853
22 N -5.814 -1.483 -3.715
23 C 0.348 -0.715 -5.874
24 C -4.041 4.980 -4.626
25 C -4.936 -2.288 -3.272
26 C 6.212 2.677 -0.354
27 C 3.314 -1.836 6.225
28 C -2.185 2.750 8.901
29 C 0.862 -5.288 -0.346
30 H 6.207 3.674 1.353
31 H 0.283 -2.006 -7.205
32 H -5.097 -3.337 -4.805
33 H 1.176 -2.481 -5.663
34 H 3.660 -2.716 4.509
35 H 4.609 -3.193 5.962
36 H -6.282 -1.864 -4.525
37 H 2.934 -1.415 8.112
38 H 0.697 -0.048 -7.639
39 H -2.095 3.901 10.540
40 H -0.134 -7.024 -0.300
41 H -3.741 6.672 -3.732
42 H 2.427 -5.457 -1.504
43 H -0.400 0.907 -6.740
44 H -2.458 4.650 8.962
45 H 1.365 -6.875 -1.484
46 H -3.995 6.652 -5.576
47 H 7.480 4.044 0.145
48 H 7.724 3.147 -1.631
49 H -4.471 5.153 -6.556
50 H 6.807 1.720 -2.050
51 H -5.950 -0.618 -3.212
52 H -1.982 0.784 9.540
53 H -0.773 -5.848 0.786
54 H -4.218 3.543 -5.977
55 H -3.972 -3.934 -3.490
56 H -1.898 2.042 10.679
57 H 4.371 -2.380 7.852



- Among the records above, which one has the lowest calculated total energy?
  C23H27N4O3Tb



- calculated total energy of number 2 (C23H27N4O3Tb)?
  -2161.32791 Ha